Entry 1:
{
  "formula": "C5H10N2",
  "method": "ωB97M-V/def2-TZVPD",
  "orbital_gap_ha": 0.3472,
  "relative_energy_kj_mol": 170.29,
  "e_homo_ev": -8.58,
  "e_lumo_ev": 0.867,
  "smiles": "C=NC(=C)CCN",
  "energy_ev": -8325.568,
  "species": ["C", "C", "C", "C", "C", "N", "N", "H", "H", "H", "H", "H", "H", "H", "H", "H", "H"],
  "positions_angstrom": [[-1.01814, -0.86586, 0.43940], [-0.16725, -0.38188, -0.81444], [0.88017, 0.60354, -0.38568], [2.05804, 0.19209, 0.08065], [-0.51721, 2.45848, -0.45385], [0.65674, 1.99945, -0.42243], [-0.53954, -2.08288, 1.00518], [-2.01288, -0.99052, 0.00544], [-0.97301, -0.06451, 1.15387], [0.38728, -1.23233, -1.20522], [-0.89296, -0.03334, -1.54511], [2.42144, -0.81347, -0.02309], [2.79618, 0.91121, 0.42083], [-1.38533, 1.80152, -0.40076], [-0.67827, 3.52952, -0.53889], [-0.93019, -2.97853, 0.78522], [-0.08508, -2.05249, 1.89889]],
  "lowdin_charge": [-0.276, -0.158, -0.404, 0.065, -0.037, 0.022, -0.001, 0.103, 0.101, 0.104, 0.094, 0.058, 0.061, 0.068, 0.069, 0.066, 0.066]
}

Entry 2:
{
  "formula": "C5H10N2",
  "method": "ωB97M-V/def2-TZVPD",
  "orbital_gap_ha": 0.3564,
  "relative_energy_kj_mol": 177.96,
  "e_homo_ev": -8.68,
  "e_lumo_ev": 1.021,
  "smiles": "C=N/C=C/CCN",
  "energy_ev": -8325.489,
  "species": ["C", "C", "C", "C", "N", "C", "N", "H", "H", "H", "H", "H", "H", "H", "H", "H", "H"],
  "positions_angstrom": [[-1.22796, -1.41920, 1.49640], [-1.06158, -0.67242, 0.11515], [0.22182, 0.08499, -0.07088], [0.31496, 1.03681, -0.98863], [1.52660, 1.73823, -1.16490], [1.63582, 2.36524, -2.25249], [-0.00958, -1.56581, 2.26590], [-1.58126, -2.42054, 1.26333], [-1.93193, -0.92822, 2.15762], [-1.06432, -1.53086, -0.56673], [-1.86803, 0.01342, -0.13150], [1.14380, -0.21904, 0.40743], [-0.48481, 1.28607, -1.68633], [0.83078, 2.48671, -2.98895], [2.57946, 2.79538, -2.58238], [0.36717, -0.72543, 2.66238], [0.60908, -2.32533, 2.06458]],
  "lowdin_charge": [-0.267, -0.180, -0.103, -0.204, -0.023, -0.070, -0.026, 0.099, 0.097, 0.104, 0.101, 0.101, 0.108, 0.070, 0.064, 0.066, 0.064]
}

Entry 3:
{
  "formula": "C5H10N2",
  "method": "ωB97M-V/def2-TZVPD",
  "total_charge": 2,
  "orbital_gap_ha": [0.2947, 0.3459],
  "relative_energy_kj_mol": 514.50,
  "e_homo_ev": [-19.37, -19.67],
  "e_lumo_ev": [-11.347, -10.262],
  "energy_ev": -8302.536,
  "species": ["C", "C", "C", "C", "C", "N", "N", "H", "H", "H", "H", "H", "H", "H", "H", "H", "H"],
  "positions_angstrom": [[-1.09986, 0.03010, -0.93172], [-2.96763, 0.56993, -1.00965], [0.83719, -0.58020, -0.09927], [1.32752, -0.93517, -1.49286], [-0.92673, -0.13862, 1.54586], [1.60474, -0.48345, 0.93660], [-0.46062, -0.25117, 0.12347], [-3.21561, 1.63898, -1.21433], [-3.46142, -0.32943, -1.34007], [0.91736, -1.91584, -1.62796], [2.35561, -0.93920, -1.66076], [0.72812, -0.27560, -2.06625], [-0.54855, 0.73785, 2.02408], [-0.53033, -1.11028, 1.96599], [-1.99979, -0.08896, 1.50278], [2.59130, -0.70696, 0.60176], [1.33342, -0.30622, 1.92719]],
  "lowdin_charge": [0.266, 0.389, -0.261, 0.096, 0.083, 0.307, -0.111, 0.092, 0.056, 0.131, 0.106, 0.080, 0.118, 0.148, 0.108, 0.214, 0.177]
}

Entry 4:
{
  "formula": "C5H10N2O",
  "method": "ωB97M-V/def2-TZVPD",
  "total_charge": -1,
  "orbital_gap_ha": [0.1117, 0.2753],
  "spin_multiplicity": 2,
  "relative_energy_kj_mol": 287.94,
  "e_homo_ev": [0.81, -3.72],
  "e_lumo_ev": [3.846, 3.767],
  "energy_ev": -10371.100,
  "species": ["O", "C", "C", "C", "C", "C", "N", "N", "H", "H", "H", "H", "H", "H", "H", "H", "H", "H"],
  "positions_angstrom": [[-2.35597, -0.57164, -2.02636], [-1.46690, -0.65333, -1.19679], [-0.91155, 0.62119, -0.38188], [0.56246, 0.72094, -0.53979], [1.57289, 0.12043, 0.52272], [1.02995, -1.86068, 1.67287], [1.24921, -1.30076, 0.57004], [-1.58732, 1.84257, -0.72708], [-0.95463, -1.60906, -0.71288], [-0.97067, 0.35465, 0.79829], [0.84953, 1.73848, -0.62969], [1.00466, 0.22498, -1.44615], [1.39166, 0.56087, 1.50403], [2.59091, 0.26623, 0.44343], [0.85034, -1.40309, 2.62783], [1.21174, -3.00006, 1.61829], [-1.58493, 1.84325, -1.80305], [-2.48139, 2.10505, -0.29382]],
  "mulliken_spin": [-0.087, 0.016, 0.366, -0.101, 0.278, 0.316, 0.307, -0.030, 0.054, -0.087, -0.009, -0.017, 0.008, -0.081, 0.057, 0.008, 0.002, -0.001]
}

Entry 5:
{
  "formula": "C5H10N2O",
  "method": "ωB97M-V/def2-TZVPD",
  "orbital_gap_ha": 0.3712,
  "relative_energy_kj_mol": 292.76,
  "e_homo_ev": -9.18,
  "e_lumo_ev": 0.919,
  "smiles": "C=C(C)/C(CN)=N\\O",
  "energy_ev": -10372.271,
  "species": ["C", "C", "C", "C", "C", "H", "H", "H", "H", "H", "H", "H", "H", "H", "H", "N", "N", "O"],
  "positions_angstrom": [[0.20668, 2.10322, 0.53481], [-0.42019, 0.92181, -0.22091], [-1.44628, 1.01708, -1.08577], [0.17235, -0.41561, 0.00380], [-0.70911, -1.54397, 0.47029], [1.08935, 2.39480, 0.00271], [-0.40735, 3.02377, 0.73948], [0.56050, 1.73147, 1.52848], [-1.96596, 0.11976, -1.36232], [-1.71425, 2.02026, -1.39422], [-1.22415, -1.20242, 1.38282], [-1.53467, -1.67174, -0.24149], [0.78658, -2.55797, 1.30455], [0.34715, -3.13423, -0.15787], [2.90193, 0.21903, -0.99049], [-0.01794, -2.80123, 0.74315], [1.41363, -0.65880, -0.28758], [1.96174, 0.43478, -0.96945]],
  "lowdin_charge": [-0.051, -0.306, 0.079, -0.289, -0.236, 0.052, 0.093, 0.091, 0.054, 0.069, 0.124, 0.113, 0.059, 0.074, 0.097, -0.002, 0.052, -0.071]
}

Entry 6:
{
  "formula": "C5H10N2O",
  "method": "ωB97M-V/def2-TZVPD",
  "orbital_gap_ha": 0.3269,
  "relative_energy_kj_mol": 363.26,
  "e_homo_ev": -7.98,
  "e_lumo_ev": 0.912,
  "smiles": "C=C=CC(N)(N)CO",
  "energy_ev": -10371.540,
  "species": ["C", "C", "C", "N", "N", "C", "C", "O", "H", "H", "H", "H", "H", "H", "H", "H", "H", "H"],
  "positions_angstrom": [[0.84484, -0.87425, 0.39950], [0.30340, 0.70248, -0.40325], [-1.68733, -0.42368, 0.34969], [0.75110, 0.80388, -1.72916], [0.92778, 1.66265, 0.43296], [-1.18406, 0.62363, -0.25639], [-2.34716, -1.49171, 0.71479], [2.25512, -0.76011, 0.35329], [2.53423, -0.14003, 1.03770], [0.04409, 0.80766, -2.45012], [1.53105, 0.24233, -2.03736], [0.45381, 1.77229, 1.31945], [1.71715, 2.15004, 0.01659], [0.54252, -1.67583, -0.27631], [0.53007, -1.04180, 1.43447], [-1.78143, 1.44130, -0.64926], [-2.57116, -1.69264, 1.75286], [-2.86402, -2.10621, -0.00945]],
  "lowdin_charge": [-0.166, -0.566, -0.123, 0.093, 0.065, -0.055, 0.012, -0.114, 0.072, 0.081, 0.084, 0.091, 0.092, 0.098, 0.098, 0.115, 0.058, 0.065]
}